{
  "formula": "C15H12N3O8RuS8Sb",
  "method": "ωB97M-V/def2-TZVPD",
  "energy_ha": -4865.82934,
  "charge": -2,
  "relative_energy_kcal_mol": 1.2,
  "orbital_gap_ha": [0.2738, 0.2106],
  "multiplicity": 5,
  "e_lumo_ev": [4.073, 2.390],
  "elements": ["Ru", "O", "S", "O", "O", "C", "C", "C", "C", "C", "C", "S", "O", "O", "O", "H", "H", "H", "H", "S", "Sb", "S", "S", "S", "N", "C", "C", "C", "C", "C", "C", "S", "O", "O", "N", "C", "S", "C", "C", "N", "H", "H", "H", "H", "H", "H", "H", "H"],
  "xyz": [[-1.118314, -0.546603, 0.314511], [-2.545279, 0.057406, 4.438060], [-1.631384, 0.797250, 3.616636], [-1.598953, 2.230521, 3.843249], [-1.739047, 0.527676, 2.161482], [0.043119, 0.254226, 4.035520], [0.814628, 1.201949, 4.700413], [2.122312, 0.936271, 5.072451], [2.685304, -0.293126, 4.777517], [1.929359, -1.248285, 4.118589], [0.613499, -0.991045, 3.748124], [-0.187721, -2.333931, 2.862246], [-1.559276, -2.418877, 3.260205], [0.646822, -3.488395, 3.073603], [-0.044506, -1.890277, 1.416492], [0.364472, 2.162479, 4.904699], [2.699591, 1.698060, 5.582763], [3.710402, -0.512411, 5.049905], [2.343815, -2.215348, 3.873658], [-4.293633, -1.668460, -3.404875], [-3.978566, -0.527121, -1.479817], [-2.838090, -1.993226, 0.123710], [-1.898234, 0.739618, -1.383990], [-5.616028, 0.661694, -0.516681], [-2.323712, 0.199084, -5.694741], [-1.129257, -0.052344, -5.016633], [-0.870947, -1.335532, -4.523084], [0.267450, -1.580471, -3.786037], [1.182507, -0.558462, -3.553888], [0.967775, 0.702143, -4.086587], [-0.177958, 0.949055, -4.824299], [2.438283, -0.821195, -2.349316], [2.852376, -2.194981, -2.423864], [3.444671, 0.210944, -2.517509], [1.592793, -0.614924, -0.997245], [1.514677, 0.565097, -0.415480], [2.611925, 1.932780, -0.494184], [1.604322, 2.798164, 0.626016], [0.535761, 2.071874, 0.984893], [0.481538, 0.822053, 0.400185], [-3.090892, -0.342323, -5.304538], [-2.568159, 1.178637, -5.695726], [-1.608644, -2.114158, -4.661143], [0.444314, -2.555343, -3.350508], [1.683986, 1.489373, -3.887583], [-0.369458, 1.943283, -5.213994], [1.850698, 3.797361, 0.943626], [-0.258340, 2.369839, 1.653169]],
  "atomic_forces_ev_per_a": [[0.1, 0.0, 0.1], [0.0, 0.0, 0.0], [0.1, 0.2, 0.0], [0.0, 0.0, 0.0], [-0.2, -0.2, 0.1], [0.0, 0.0, 0.0], [0.0, 0.0, 0.0], [0.0, 0.0, 0.0], [0.0, 0.0, 0.0], [0.0, 0.0, 0.0], [0.0, 0.0, 0.0], [0.1, 0.0, 0.0], [0.0, 0.0, 0.0], [0.0, 0.0, 0.0], [0.0, 0.0, 0.0], [0.0, 0.0, 0.0], [0.0, 0.0, 0.0], [0.0, 0.0, 0.0], [0.0, 0.0, 0.0], [0.0, 0.0, 0.0], [0.0, 0.1, 0.0], [0.1, 0.1, 0.0], [-0.1, -0.1, 0.0], [0.0, -0.1, -0.1], [0.0, 0.0, 0.0], [0.0, 0.0, 0.0], [0.0, 0.0, 0.0], [0.0, 0.0, 0.0], [-0.1, -0.1, 0.0], [0.1, 0.0, 0.0], [0.0, 0.0, 0.0], [0.0, 0.1, 0.1], [0.0, 0.0, 0.0], [0.0, 0.0, 0.0], [0.1, 0.0, -0.1], [-0.1, -0.1, 0.0], [0.0, 0.0, 0.0], [0.0, 0.1, 0.0], [0.0, 0.0, 0.0], [0.1, 0.0, 0.0], [0.0, 0.0, 0.0], [0.0, 0.0, 0.0], [0.0, 0.0, 0.0], [0.0, 0.0, 0.0], [0.0, 0.0, 0.0], [0.0, 0.0, 0.0], [0.0, 0.0, 0.0], [0.0, 0.0, 0.0]]
}

***

{
  "formula": "C15H12N3O8RuS8Sb",
  "method": "ωB97M-V/def2-TZVPD",
  "energy_ha": -4865.74261,
  "charge": -2,
  "relative_energy_kcal_mol": 55.7,
  "orbital_gap_ha": [0.2224, 0.1914],
  "multiplicity": 5,
  "e_lumo_ev": [4.164, 3.105],
  "elements": ["Ru", "O", "S", "O", "O", "C", "C", "C", "C", "C", "C", "S", "O", "O", "O", "H", "H", "H", "H", "S", "Sb", "S", "S", "S", "N", "C", "C", "C", "C", "C", "C", "S", "O", "O", "N", "C", "S", "C", "C", "N", "H", "H", "H", "H", "H", "H", "H", "H"],
  "xyz": [[1.294667, -0.262225, 0.952369], [5.169067, 1.116875, 1.148669], [4.105767, 0.173775, 0.880369], [3.148067, 0.074575, 1.995469], [3.434267, 0.369775, -0.391231], [4.954067, -1.431525, 0.907169], [6.338467, -1.412225, 0.840169], [7.062067, -2.587125, 0.954269], [6.400267, -3.788725, 1.153769], [5.019567, -3.805925, 1.219669], [4.296567, -2.629425, 1.099669], [2.504967, -2.774025, 0.941169], [1.833067, -2.357225, 2.165569], [2.295967, -4.177725, 0.631969], [2.198667, -1.906025, -0.202031], [6.817567, -0.455525, 0.701869], [8.140367, -2.572525, 0.880369], [6.959967, -4.710125, 1.244469], [4.465667, -4.721725, 1.345969], [-1.391533, 3.770775, -2.232931], [-1.187933, 3.440075, 0.062369], [1.122367, 2.410675, 0.585069], [0.480167, 1.490275, 2.238069], [-1.110433, 5.580375, 0.933869], [-5.449033, 2.912675, -4.063231], [-5.020233, 2.549275, -2.790931], [-4.928133, 3.502075, -1.778731], [-4.487933, 3.143775, -0.523531], [-4.153133, 1.828875, -0.262931], [-4.302233, 0.860775, -1.237131], [-4.737133, 1.216675, -2.497431], [-3.402833, 1.382875, 1.294569], [-3.257233, 2.591075, 2.054969], [-4.198933, 0.334575, 1.897169], [-1.935633, 0.840775, 0.865669], [-1.728533, -0.430325, 0.684569], [-2.997933, -1.656925, 0.828069], [-1.852533, -2.843625, 0.278069], [-0.644433, -2.294825, 0.073469], [-0.560433, -0.948425, 0.320869], [-5.244933, 3.877475, -4.283631], [-5.133133, 2.277875, -4.782831], [-5.155133, 4.532875, -1.999031], [-4.362533, 3.873275, 0.257569], [-4.059533, -0.163325, -1.006131], [-4.827833, 0.465975, -3.270031], [-2.139833, -3.866325, 0.158369], [0.227567, -2.822225, -0.273931]],
  "atomic_forces_ev_per_a": [[-0.8, 1.3, 1.2], [-0.1, -0.2, 0.1], [2.0, 1.0, -0.7], [-0.5, -0.2, 0.0], [0.1, -0.1, 0.3], [-0.1, 0.6, 0.1], [0.1, 0.1, 0.0], [0.0, 0.0, -0.1], [0.1, 0.0, 0.0], [-0.1, -0.1, 0.1], [-0.5, -0.2, -0.3], [0.5, -2.7, 0.5], [0.2, 0.2, -0.2], [0.1, 0.3, 0.0], [-0.4, 0.6, -0.1], [0.1, 0.0, 0.0], [0.1, 0.1, 0.0], [0.0, -0.1, 0.0], [0.0, -0.1, 0.0], [0.2, -0.6, 0.3], [0.5, 1.9, -1.0], [0.0, 0.8, -0.7], [0.3, -1.1, -0.3], [0.0, -0.4, 0.3], [-0.1, 0.1, -0.3], [-0.1, 0.0, 0.5], [-0.1, -0.2, -0.2], [0.0, -0.1, 0.1], [0.2, -0.1, 0.5], [0.0, -0.1, -0.2], [0.1, 0.0, 0.1], [-0.4, -0.3, -0.1], [0.1, 0.2, 0.0], [-0.1, 0.0, -0.1], [-0.8, 1.2, 0.5], [-0.8, -0.8, -0.1], [0.6, -0.8, -0.1], [0.0, 0.3, -0.1], [-0.5, -0.9, -0.2], [0.4, 0.3, 0.3], [0.1, -0.1, -0.1], [0.0, 0.2, 0.0], [0.0, 0.2, 0.0], [0.1, 0.2, 0.1], [0.0, -0.1, -0.1], [0.0, -0.1, -0.1], [0.0, -0.3, -0.1], [-0.1, 0.0, 0.0]]
}

***

{
  "formula": "C15H13Cl2N5O2",
  "method": "ωB97M-V/def2-TZVPD",
  "energy_ha": -1923.97020,
  "charge": 0,
  "smiles": "N#CC1=C(C#N)C(=O)C(Cl)=C(Cl)C1=O.C1CN=C2NCCCN2C1",
  "orbital_gap_ha": 0.2148,
  "e_lumo_ev": -2.724,
  "elements": ["N", "C", "C", "C", "C", "N", "C", "O", "C", "Cl", "C", "Cl", "C", "O", "C", "C", "N", "C", "N", "C", "C", "C", "C", "N", "H", "H", "H", "H", "H", "H", "H", "H", "H", "H", "H", "H", "H"],
  "xyz": [[-0.683355, -0.129377, 4.189533], [-1.050532, -0.675603, 3.220656], [-1.520030, -1.338252, 2.059752], [-0.665761, -2.061649, 1.264437], [0.567434, -2.541083, 1.778695], [1.535077, -3.024957, 2.233214], [-1.179395, -2.928808, 0.180542], [-0.409748, -3.672403, -0.429534], [-2.646665, -2.891914, -0.054001], [-3.243455, -3.976648, -1.221573], [-3.479582, -2.112229, 0.697653], [-5.159469, -2.078232, 0.443406], [-2.962839, -1.232542, 1.783412], [-3.677680, -0.480194, 2.441192], [3.176991, 0.474677, 0.328827], [2.065830, 0.113545, 1.281479], [0.838173, -0.221233, 0.597031], [0.549899, 0.585611, -0.402776], [1.381721, 1.530447, -0.913858], [2.765768, 1.660062, -0.502792], [1.035774, 2.422144, -2.006273], [-0.457303, 2.568765, -2.136879], [-1.153188, 1.227593, -2.107424], [-0.685842, 0.473123, -0.978989], [4.088685, 0.717679, 0.884814], [3.384098, -0.380603, -0.327738], [2.345177, -0.758306, 1.869492], [1.893685, 0.956218, 1.980777], [2.876430, 2.588000, 0.082698], [3.393211, 1.757543, -1.399065], [1.520171, 3.389937, -1.810087], [1.468076, 2.018841, -2.939437], [-0.834865, 3.208652, -1.333570], [-0.656984, 3.071736, -3.083434], [-2.234354, 1.361999, -2.008106], [-0.941710, 0.673350, -3.033776], [-1.243444, -0.295888, -0.628294]],
  "atomic_forces_ev_per_a": [[-0.8, -1.2, -2.2], [0.9, 1.4, 2.4], [0.6, -0.7, -0.7], [-1.1, 0.0, 1.8], [3.2, -1.1, 1.2], [-2.5, 1.2, -1.1], [1.2, -1.2, -1.4], [-1.7, 1.4, 1.0], [-0.9, 0.4, 0.6], [0.1, 0.1, -0.1], [0.5, -0.6, -0.9], [0.0, 0.0, 0.0], [-0.6, 1.2, 0.9], [0.9, -1.3, -1.2], [0.6, -0.3, -0.1], [-0.1, -0.1, 0.5], [-0.2, 1.4, -1.3], [0.1, -0.9, 0.6], [0.1, 0.4, -0.1], [0.1, 0.2, 0.4], [0.1, -0.4, -0.1], [-0.2, 0.6, -0.2], [0.1, -0.2, -0.4], [-0.2, -0.4, 0.6], [-0.1, -0.1, -0.1], [0.0, 0.1, 0.2], [0.2, 0.1, 0.2], [0.0, -0.3, -0.1], [0.0, -0.1, -0.2], [-0.1, 0.0, 0.1], [-0.2, -0.2, -0.1], [-0.1, 0.2, 0.1], [0.0, -0.1, 0.0], [-0.2, 0.0, 0.0], [0.1, 0.0, -0.1], [-0.2, 0.2, -0.1], [0.2, 0.4, -0.1]]
}